# 1
Formula: C16H11F9GaO4
Source: the OMol25 dataset
Level of theory: the ωB97M-V functional and the def2-TZVPD basis

Properties
highest occupied orbital energy	-5.6045	eV
charge	-1

Positions of all 41 atoms, in Å:
F: -1.10 -2.34 1.81
C: -0.87 -3.50 1.23
F: 0.33 -3.96 1.61
F: -1.79 -4.38 1.65
C: -0.93 -3.44 -0.32
F: -0.86 -4.74 -0.71
F: -2.14 -2.95 -0.67
C: 0.19 -2.66 -1.08
F: -0.25 -2.59 -2.37
F: 1.28 -3.50 -1.08
C: 0.53 -1.24 -0.62
F: 1.54 -0.87 -1.51
F: 1.20 -1.37 0.60
Ga: -0.93 0.27 -0.67
H: -2.13 -0.02 0.35
H: -1.46 0.44 -2.17
H: -0.11 1.57 -0.23
C: -5.03 5.24 -2.37
C: -4.20 4.45 -1.69
C: -2.90 4.03 -2.27
O: -2.14 3.32 -1.65
C: -2.57 4.51 -3.63
C: -3.40 5.30 -4.31
C: -4.70 5.72 -3.73
O: -5.46 6.45 -4.34
H: -5.99 5.56 -1.97
H: -4.42 4.08 -0.70
H: -1.62 4.18 -4.03
H: -3.19 5.66 -5.30
C: 4.85 -2.08 4.71
C: 5.60 -1.33 3.90
C: 5.23 -1.13 2.47
O: 5.93 -0.46 1.75
C: 4.00 -1.79 1.98
C: 3.25 -2.54 2.79
C: 3.62 -2.74 4.21
O: 2.95 -3.43 4.96
H: 5.10 -2.24 5.75
H: 6.50 -0.83 4.24
H: 3.74 -1.62 0.94
H: 2.35 -3.02 2.45



# 2
Formula: C2H4N3
Source: the OMol25 dataset
Level of theory: the ωB97M-V functional and the def2-TZVPD basis

Properties
energy above the lowest of the compared OMol25 structures with the same formula, charge and spin	132.8	kcal/mol
highest occupied orbital energy (spin up / spin down)	-13.4364 / -16.2947	eV
charge	+1

Positions of all 9 atoms, in Å:
C: 2.44 -0.35 -0.07
C: -2.58 0.29 0.23
N: 1.56 0.32 0.34
N: -1.59 -0.41 0.01
N: -0.72 -1.14 0.00
H: 3.56 -0.07 -0.05
H: 2.57 -1.43 -0.47
H: -2.85 0.98 -0.57
H: -3.21 0.23 1.22



# 3
Formula: C6H11F3OSi
Source: the OMol25 dataset
Level of theory: the ωB97M-V functional and the def2-TZVPD basis

Properties
structure (SMILES)	C=C[Si@@](C)(O)C(F)(F)[C@H](C)F
energy above the lowest of the compared OMol25 structures with the same formula, charge and spin	48.2	kcal/mol
highest occupied orbital energy	-9.9411	eV

Positions of all 22 atoms, in Å:
C: 1.28 -0.50 3.23
C: 0.17 0.10 2.85
Si: -0.31 0.53 0.68
C: -2.14 0.24 0.30
O: 0.32 1.98 0.19
C: 0.61 -0.73 -0.46
F: -0.23 -1.87 -0.57
F: 1.80 -1.20 0.14
C: 1.06 -0.24 -1.88
C: -0.14 0.10 -2.80
F: 1.90 -1.17 -2.45
H: 1.42 -0.95 4.30
H: 2.08 -0.50 2.58
H: -0.60 0.06 3.49
H: -2.29 -0.88 0.62
H: -2.79 0.95 0.97
H: -2.31 0.43 -0.65
H: -0.28 2.62 -0.09
H: 1.64 0.55 -1.52
H: -0.98 -0.68 -2.82
H: -0.65 0.91 -2.33
H: 0.42 0.25 -3.78



# 4
Formula: C36H37BrCeN6O4S
Source: the OMol25 dataset
Level of theory: the ωB97M-V functional and the def2-TZVPD basis

Properties
energy above the lowest of the compared OMol25 structures with the same formula, charge and spin	1.1	kcal/mol
highest occupied orbital energy (spin up / spin down)	-12.3887 / -12.3887	eV
charge	+2

Positions of all 86 atoms, in Å:
Ce: -0.05 0.13 -1.23
O: -1.17 -2.12 0.08
C: -0.68 -2.62 1.26
C: -1.61 -3.20 2.11
C: -1.17 -3.85 3.24
C: 0.20 -3.85 3.55
C: 1.13 -3.21 2.73
C: 0.69 -2.54 1.57
C: 1.60 -1.74 0.68
O: 1.23 -1.67 -0.62
N: 1.73 -0.41 1.35
N: 1.50 0.71 0.68
C: 1.59 1.87 1.35
C: 1.37 3.11 0.76
Br: 0.39 3.21 -0.93
C: 1.76 4.34 1.28
C: 2.56 4.55 2.45
C: 3.49 3.60 2.92
C: 4.15 3.82 4.12
C: 3.98 4.99 4.85
C: 3.08 5.93 4.41
C: 2.42 5.74 3.20
H: -0.60 -2.51 -0.57
H: -2.67 -3.15 1.82
H: -1.84 -4.39 3.91
H: 0.55 -4.37 4.44
H: 2.19 -3.26 2.98
H: 2.65 -2.12 0.71
H: 1.74 -0.43 2.37
H: 1.85 1.77 2.40
H: 1.35 5.21 0.74
H: 3.70 2.71 2.31
H: 4.83 3.05 4.49
H: 4.55 5.13 5.77
H: 2.89 6.82 5.02
H: 1.75 6.51 2.84
C: 1.42 -3.52 -4.12
C: 1.14 -2.12 -4.68
C: 1.68 -1.97 -6.11
C: 1.71 -1.00 -3.84
C: 1.12 0.29 -3.86
C: 1.75 1.39 -3.25
C: 2.93 1.22 -2.52
C: 3.67 2.35 -1.83
C: 3.42 -0.08 -2.37
C: 2.82 -1.16 -3.03
H: 0.83 -4.29 -4.62
H: 1.21 -3.60 -3.05
H: 2.47 -3.76 -4.24
H: 0.05 -1.94 -4.73
H: 2.76 -2.10 -6.16
H: 1.45 -0.96 -6.50
H: 1.26 -2.70 -6.79
H: 0.17 0.45 -4.38
H: 1.32 2.38 -3.40
H: 3.70 2.21 -0.75
H: 3.20 3.31 -2.07
H: 4.70 2.38 -2.15
H: 4.27 -0.28 -1.72
H: 3.23 -2.15 -2.87
N: -6.37 -0.32 3.97
C: -5.58 0.14 2.97
C: -4.36 0.82 3.26
C: -3.52 1.17 2.23
C: -3.87 0.84 0.93
C: -5.12 0.34 0.60
C: -5.91 -0.11 1.63
S: -2.62 1.37 -0.17
O: -2.74 2.78 -0.40
O: -1.48 0.91 0.65
N: -2.46 0.67 -1.67
C: -2.76 -0.68 -1.92
N: -1.76 -1.36 -2.56
C: -1.95 -2.70 -2.79
C: -3.12 -3.31 -2.39
C: -4.06 -2.52 -1.77
N: -3.90 -1.20 -1.54
H: -6.20 -0.03 4.93
H: -7.24 -0.77 3.72
H: -4.09 1.08 4.27
H: -2.60 1.72 2.40
H: -5.41 0.27 -0.45
H: -6.83 -0.66 1.41
H: -1.15 -3.22 -3.31
H: -3.30 -4.38 -2.57
H: -5.03 -2.92 -1.45



# 5
Formula: C44H49AsN8PS2ScSi2
Source: the OMol25 dataset
Level of theory: the ωB97M-V functional and the def2-TZVPD basis

Properties
energy above the lowest of the compared OMol25 structures with the same formula, charge and spin	1.7	kcal/mol
highest occupied orbital energy	-6.7795	eV

Positions of all 108 atoms, in Å:
Sc: 0.24 0.19 -0.01
C: -2.73 1.86 -0.43
N: -1.55 1.88 0.45
C: -2.00 1.90 1.83
C: -1.03 1.26 2.74
N: -0.13 0.38 2.36
C: 0.48 -0.03 3.57
C: 1.50 -0.94 3.83
C: 1.90 -1.12 5.14
C: 1.31 -0.41 6.19
C: 0.28 0.48 5.96
C: -0.11 0.64 4.64
N: -1.08 1.46 4.07
C: -3.24 0.45 -0.48
N: -2.75 -0.53 0.24
C: -3.51 -1.64 -0.13
C: -3.51 -2.95 0.36
C: -4.38 -3.85 -0.21
C: -5.26 -3.48 -1.23
C: -5.31 -2.18 -1.70
C: -4.43 -1.28 -1.12
N: -4.25 0.08 -1.30
H: -2.45 2.20 -1.42
H: -3.52 2.52 -0.05
H: -0.99 2.71 0.26
H: -2.92 1.31 1.90
H: -2.23 2.92 2.18
H: 1.94 -1.53 3.04
H: 2.69 -1.82 5.35
H: 1.66 -0.57 7.20
H: -0.18 1.03 6.77
H: -1.68 2.11 4.55
H: -2.85 -3.24 1.17
H: -4.38 -4.87 0.15
H: -5.92 -4.22 -1.66
H: -6.00 -1.88 -2.47
H: -4.64 0.65 -2.04
S: -0.89 0.53 -2.30
C: -0.10 -0.34 -3.57
C: -0.83 -0.48 -4.80
N: -1.44 -0.57 -5.77
C: 1.11 -0.91 -3.38
S: 1.90 -0.81 -1.87
C: 1.73 -1.67 -4.44
N: 2.24 -2.28 -5.26
N: 2.62 -0.51 0.84
C: 3.07 -1.83 1.17
C: 4.29 -1.98 1.82
C: 4.72 -3.24 2.21
C: 3.93 -4.36 1.95
C: 2.72 -4.19 1.31
C: 2.26 -2.94 0.91
P: 0.56 -2.69 0.31
C: 0.38 -3.57 -1.26
C: -0.79 -3.33 -1.98
C: -1.02 -3.96 -3.19
C: -0.07 -4.83 -3.70
C: 1.10 -5.08 -2.99
C: 1.32 -4.45 -1.77
C: -0.38 -3.77 1.45
C: -0.78 -5.06 1.09
C: -1.55 -5.82 1.96
C: -1.92 -5.31 3.19
C: -1.52 -4.04 3.56
C: -0.76 -3.27 2.69
H: 3.08 0.19 1.42
H: 2.92 -0.28 -0.10
H: 4.90 -1.11 2.02
H: 5.66 -3.35 2.72
H: 4.26 -5.34 2.26
H: 2.08 -5.06 1.15
H: -1.53 -2.62 -1.60
H: -1.92 -3.75 -3.74
H: -0.22 -5.30 -4.66
H: 1.85 -5.74 -3.40
H: 2.25 -4.63 -1.25
H: -0.52 -5.46 0.12
H: -1.87 -6.81 1.66
H: -2.53 -5.90 3.86
H: -1.81 -3.63 4.52
H: -0.49 -2.26 2.97
C: 3.77 4.77 1.64
Si: 2.77 3.21 1.92
C: 1.59 3.57 3.33
C: 4.02 1.97 2.61
As: 1.82 2.41 -0.06
Si: 0.96 4.46 -0.79
C: 0.13 5.49 0.57
C: -0.35 4.24 -2.12
C: 2.32 5.48 -1.58
H: 4.20 5.04 2.61
H: 3.20 5.63 1.29
H: 4.59 4.61 0.94
H: 2.17 3.94 4.18
H: 1.07 2.67 3.65
H: 0.85 4.33 3.07
H: 4.73 2.52 3.23
H: 4.60 1.46 1.84
H: 3.55 1.22 3.26
H: -0.54 4.90 1.20
H: -0.46 6.29 0.10
H: 0.85 5.96 1.24
H: -1.36 4.46 -1.75
H: -0.36 3.26 -2.59
H: -0.15 4.98 -2.90
H: 3.27 5.48 -1.04
H: 1.99 6.52 -1.69
H: 2.52 5.08 -2.57



# 6
Formula: C2H2F3I
Source: the OMol25 dataset
Level of theory: the ωB97M-V functional and the def2-TZVPD basis

Properties
structure (SMILES)	FCC(F)(F)I
energy above the lowest of the compared OMol25 structures with the same formula, charge and spin	11.4	kcal/mol
highest occupied orbital energy	-10.1813	eV

Positions of all 8 atoms, in Å:
F: 1.75 0.45 0.27
C: 0.71 -0.37 -0.07
C: -0.59 0.42 -0.02
F: -0.64 1.20 1.06
F: -0.83 1.24 -0.98
I: -2.27 -1.08 0.10
H: 1.04 -0.76 -1.02
H: 0.83 -1.11 0.66



# 7
Formula: C4H9N2
Source: the OMol25 dataset
Level of theory: the ωB97M-V functional and the def2-TZVPD basis

Properties
energy above the lowest of the compared OMol25 structures with the same formula, charge and spin	79.4	kcal/mol
highest occupied orbital energy	-12.1520	eV
charge	+1

Positions of all 15 atoms, in Å:
C: -2.13 -1.39 0.08
C: 0.24 -0.81 0.76
C: -1.02 0.70 0.26
C: 0.33 0.70 0.63
N: -1.14 -0.64 0.29
N: 1.49 1.02 -0.83
H: -3.08 -0.96 -0.21
H: -2.07 -2.46 0.22
H: 0.86 -1.42 0.10
H: 0.29 -1.20 1.78
H: -1.74 1.43 -0.04
H: 0.86 1.37 1.28
H: 1.54 2.03 -0.94
H: 1.12 0.60 -1.68
H: 2.41 0.64 -0.62



# 8
Formula: CH10N3O2
Source: the OMol25 dataset
Level of theory: the ωB97M-V functional and the def2-TZVPD basis

Properties
energy above the lowest of the compared OMol25 structures with the same formula, charge and spin	36.6	kcal/mol
highest occupied orbital energy	-14.5911	eV
charge	+1

Positions of all 16 atoms, in Å:
N: -0.01 1.75 1.06
C: -1.01 1.13 0.47
N: -0.77 -0.17 0.09
N: -2.17 1.72 0.07
H: 0.80 1.17 1.10
H: -0.01 2.72 0.86
H: 0.01 -0.72 0.49
H: -1.49 -0.77 -0.29
H: -2.42 2.45 0.77
H: -3.06 1.17 -0.12
H: 1.96 -3.51 0.66
H: 1.15 -2.96 1.71
O: 1.72 -2.62 0.96
H: 2.38 -0.74 -2.85
H: 1.20 -0.04 -2.79
O: 1.73 -0.58 -2.21



# 9
Formula: C28H39N6NiO13S3
Source: the OMol25 dataset
Level of theory: the ωB97M-V functional and the def2-TZVPD basis

Properties
energy above the lowest of the compared OMol25 structures with the same formula, charge and spin	0.0	kcal/mol
highest occupied orbital energy (spin up / spin down)	-10.5207 / -10.5153	eV
charge	+1
spin multiplicity	3
⟨S²⟩	2.004

Positions of all 90 atoms, in Å:
Ni: 0.24 -0.41 -0.71
C: 5.35 -4.37 -5.27
C: 6.62 -3.92 -4.59
S: 6.41 -3.61 -2.85
O: 5.48 -4.56 -2.30
O: 7.70 -3.45 -2.24
C: 5.58 -2.02 -2.76
C: 5.50 -1.65 -1.29
N: 4.37 -0.78 -1.04
C: 3.17 -1.22 -0.61
N: 2.31 -0.22 -0.48
C: 2.97 0.92 -0.83
C: 4.24 0.58 -1.18
N: 5.27 1.43 -1.67
O: 6.29 0.91 -2.06
O: 5.06 2.62 -1.64
C: 2.89 -2.63 -0.27
H: 5.54 -4.53 -6.33
H: 4.56 -3.63 -5.18
H: 5.00 -5.30 -4.84
H: 7.03 -3.00 -5.01
H: 7.41 -4.68 -4.62
H: 4.59 -2.17 -3.19
H: 6.14 -1.28 -3.33
H: 6.43 -1.17 -0.95
H: 5.34 -2.54 -0.69
H: 2.53 1.90 -0.83
H: 3.46 -2.93 0.61
H: 3.15 -3.31 -1.08
H: 1.83 -2.73 -0.02
O: 0.03 -1.55 0.90
S: -1.07 -1.77 1.92
C: -2.61 -1.31 1.10
C: -3.08 -2.52 0.32
C: -2.84 -3.71 1.25
C: -1.42 -3.56 1.79
H: -2.39 -0.42 0.51
H: -3.30 -1.04 1.90
H: -2.49 -2.62 -0.60
H: -4.13 -2.43 0.04
H: -2.95 -4.67 0.73
H: -3.56 -3.70 2.07
H: -0.67 -3.92 1.09
H: -1.26 -4.01 2.76
C: -0.87 3.49 -7.28
C: -1.42 2.31 -8.06
S: -2.36 1.18 -7.06
O: -3.13 1.91 -6.08
O: -3.03 0.25 -7.93
C: -1.15 0.24 -6.13
C: -1.90 -0.93 -5.51
N: -1.27 -1.35 -4.27
C: -1.65 -0.95 -3.04
N: -0.91 -1.53 -2.10
C: -0.01 -2.33 -2.74
C: -0.21 -2.21 -4.09
N: 0.58 -2.77 -5.14
O: 0.24 -2.56 -6.28
O: 1.50 -3.49 -4.80
C: -2.73 0.02 -2.77
H: -0.47 4.23 -7.97
H: -0.07 3.19 -6.61
H: -1.66 3.96 -6.70
H: -0.64 1.71 -8.53
H: -2.12 2.60 -8.84
H: -0.77 0.90 -5.36
H: -0.34 -0.10 -6.77
H: -1.97 -1.77 -6.20
H: -2.92 -0.63 -5.25
H: 0.73 -2.93 -2.24
H: -3.69 -0.49 -2.69
H: -2.81 0.77 -3.56
H: -2.52 0.52 -1.83
O: 0.41 0.99 -2.29
C: -0.19 1.80 -1.53
O: -0.65 1.36 -0.43
C: -0.33 3.22 -1.88
C: -0.93 4.10 -0.99
C: -1.04 5.46 -1.27
C: -0.53 5.87 -2.48
O: -0.51 7.13 -2.99
C: 0.12 7.03 -4.26
O: 0.49 5.67 -4.48
C: 0.07 4.99 -3.38
C: 0.19 3.66 -3.11
H: -1.30 3.71 -0.05
H: -1.50 6.15 -0.59
H: 1.03 7.65 -4.25
H: -0.58 7.35 -5.04
H: 0.68 2.97 -3.79



| no. | largest force on an atom (eV/A) |
| --- | --- |
| 1 | 0.57 |
| 2 | 5.94 |
| 3 | 6.71 |
| 4 | 4.03 |
| 5 | 0.65 |
| 6 | 2.45 |
| 7 | 2.38 |
| 8 | 4.61 |
| 9 | 0.83 |